Record 1
Here is C5H6N2 as an isolated structure at a distorted geometry from OMol25. Energies are from ωB97M-V/def2-TZVPD.

The geometry in XYZ format:
```
13
Properties=species:S:1:pos:R:3:nbo_charge:R:1
C -0.21103 -1.77171 -0.02002 -0.21
C 0.00030 0.10046 -0.72996 0.07
C 0.19573 1.45914 -0.71136 -0.13
C 0.31971 0.63223 1.41031 -0.07
C 0.01933 -0.43045 0.54928 -0.17
H -1.20302 -2.20132 0.21144 0.19
H 0.53208 -2.58381 0.11145 0.20
H -1.02229 -1.27072 -1.90497 0.36
H 0.20681 2.17947 -1.51912 0.22
H 0.44696 2.65750 0.93303 0.41
H 0.43753 0.67499 2.48702 0.21
N -0.15115 -1.15178 -1.40211 -0.59
N 0.42904 1.70602 0.58501 -0.48
```

The value obtained for the LUMO energy is 1.067 eV. The value obtained for the energy above the lowest of the compared OMol25 structures with the same formula, charge and spin is 2.4690 eV.



Record 2
Here is C76H155AsF6N9O3 as an isolated structure at a distorted geometry from OMol25. Energies are from ωB97M-V/def2-TZVPD.

The geometry in XYZ format:
```
250
Properties=species:S:1:pos:R:3:lowdin_charge:R:1
C -2.68261 3.69803 6.11161 0.04
N -1.93438 4.25534 7.24818 -0.07
C -0.92635 3.56146 7.73096 0.02
C -0.23328 3.99416 8.87555 0.08
C -0.63972 5.19744 9.55969 -0.08
C -1.71925 5.93101 8.95304 0.06
C -2.31674 5.45355 7.78875 0.05
C 0.03673 5.68281 10.81899 -0.13
C 1.45049 5.80234 10.90582 0.08
C 2.07583 6.33659 12.04305 0.03
N 1.30080 6.78575 13.02805 -0.09
C -0.05485 6.71610 12.96557 0.06
C -0.69596 6.20062 11.82287 0.04
C 1.92476 7.23699 14.25303 0.03
H -3.75753 3.87394 6.15294 0.12
H -2.64095 2.60993 6.06266 0.11
H -2.32848 4.19542 5.20867 0.13
H -0.62476 2.66475 7.21004 0.16
H 0.57946 3.39157 9.25337 0.13
H -2.06204 6.85432 9.39619 0.13
H -3.12526 5.99302 7.31795 0.16
H 2.11302 5.44418 10.13176 0.14
H 3.14253 6.26608 12.19658 0.15
H -0.57240 7.22361 13.76618 0.16
H -1.76659 6.34213 11.81169 0.14
H 1.72721 8.30571 14.33614 0.12
H 2.99522 7.03484 14.28969 0.12
H 1.39774 6.86979 15.13366 0.12
C 15.21905 12.62418 9.05129 -0.08
C 14.64670 11.12139 9.17235 -0.20
C 15.49436 10.28996 10.24013 -0.17
C 15.17487 8.78377 10.26984 -0.13
N 16.02490 8.01331 11.28587 -0.25
C 17.37627 7.63969 10.65320 -0.06
C 17.49771 6.11273 10.80243 -0.15
C 16.63225 5.72011 11.96776 -0.13
C 15.42168 6.65759 11.65368 -0.11
C 16.13609 8.75218 12.66304 0.05
H 16.27105 12.48988 8.79960 0.07
H 15.12821 13.20392 9.96985 0.07
H 14.63582 13.04847 8.23402 0.06
H 14.77728 10.68194 8.18345 0.10
H 13.59793 11.07177 9.46513 0.10
H 15.49701 10.71097 11.24554 0.11
H 16.50583 10.21648 9.84060 0.11
H 15.10123 8.12769 9.40252 0.14
H 14.20944 8.73245 10.77324 0.13
H 18.12172 8.18116 11.23563 0.14
H 17.37175 7.95962 9.61122 0.13
H 18.50242 5.71307 10.94006 0.13
H 17.21882 5.63699 9.86222 0.12
H 16.99669 5.91300 12.97676 0.12
H 16.32157 4.67850 12.04915 0.13
H 14.60371 6.78012 12.36363 0.14
H 14.90106 6.32049 10.75734 0.13
H 15.09957 9.00651 12.88450 0.11
H 16.77700 9.63220 12.60908 0.10
H 16.56250 8.08641 13.41338 0.11
C 6.14040 4.50351 -6.21829 -0.10
C 4.80984 4.59835 -5.47631 -0.23
C 4.89440 5.25792 -4.08595 -0.19
C 5.38439 6.70383 -4.17605 -0.10
N 5.70410 7.29514 -2.80376 -0.25
C 4.56043 7.44729 -1.77802 -0.05
C 5.03507 8.58497 -0.81068 -0.15
C 6.15490 9.30329 -1.53840 -0.16
C 6.16762 8.78418 -3.00667 -0.06
C 6.89078 6.52313 -2.19606 0.03
H 6.79577 3.99717 -5.50961 0.07
H 6.79190 5.36103 -6.38653 0.07
H 6.02556 3.93000 -7.13807 0.09
H 4.31214 3.63033 -5.41855 0.12
H 4.13426 5.22930 -6.05389 0.11
H 5.39410 4.64176 -3.33846 0.10
H 3.93442 5.24748 -3.56978 0.11
H 4.62288 7.38033 -4.56407 0.14
H 6.33707 6.89569 -4.66969 0.13
H 4.24715 6.50646 -1.32548 0.14
H 3.72954 7.92759 -2.29478 0.14
H 5.41583 8.30687 0.17207 0.12
H 4.18656 9.16570 -0.44890 0.12
H 7.12671 9.08867 -1.09387 0.10
H 5.96342 10.37541 -1.49372 0.12
H 7.18295 8.80184 -3.40276 0.13
H 5.45397 9.25348 -3.68384 0.14
H 7.35996 7.04860 -1.36428 0.10
H 7.70600 6.42474 -2.91288 0.12
H 6.43549 5.62547 -1.77770 0.10
C 12.06158 14.58746 14.03680 -0.10
C 10.83609 15.48117 13.72256 -0.23
C 10.08911 14.94620 12.44287 -0.16
C 8.70340 15.67706 12.16308 -0.10
N 7.61251 14.90681 11.38070 -0.25
C 6.31397 15.75966 11.48915 -0.08
C 5.21618 14.76407 11.21379 -0.15
C 5.74388 13.44416 11.78756 -0.15
C 7.22025 13.60601 12.05079 -0.11
C 8.03853 14.75500 9.91255 0.06
H 11.84914 13.55783 14.32459 0.07
H 12.56726 15.10738 14.85049 0.08
H 12.68229 14.57061 13.14096 0.07
H 11.24880 16.46304 13.49083 0.11
H 10.19712 15.48451 14.60562 0.11
H 9.88565 13.87546 12.42822 0.10
H 10.77907 15.21616 11.64338 0.11
H 8.87002 16.63099 11.66272 0.13
H 8.18310 15.91875 13.08989 0.12
H 6.41257 16.53009 10.72443 0.14
H 6.19655 16.17349 12.49068 0.14
H 5.21533 14.57817 10.13976 0.11
H 4.25042 15.11583 11.57666 0.13
H 5.62396 12.63612 11.06591 0.12
H 5.23970 13.27740 12.73945 0.12
H 7.81372 12.73904 11.76053 0.14
H 7.32926 13.74191 13.12678 0.14
H 7.15880 14.55071 9.30227 0.10
H 8.82278 14.00750 9.79301 0.11
H 8.36505 15.75695 9.63401 0.11
C 11.05935 14.12981 2.96882 -0.10
C 12.12631 13.80637 1.90349 -0.26
C 13.52585 14.42444 2.21307 -0.16
C 14.55644 14.19530 1.03470 -0.11
N 15.82571 14.95697 1.23848 -0.23
C 16.76307 14.76317 0.06291 -0.08
C 17.34646 13.31255 0.24367 -0.13
C 17.35821 13.06932 1.74158 -0.17
C 16.70842 14.26198 2.35567 -0.09
C 15.58121 16.50667 1.41687 0.07
H 11.25401 13.65537 3.93065 0.07
H 10.11669 13.72690 2.59850 0.08
H 11.04248 15.19531 3.19801 0.07
H 11.70388 14.09171 0.94004 0.10
H 12.07616 12.73300 1.72055 0.11
H 13.87265 13.93042 3.12069 0.11
H 13.36833 15.47935 2.43770 0.10
H 14.04893 14.72979 0.23167 0.13
H 14.73531 13.13193 0.87546 0.14
H 17.47966 15.58437 0.04822 0.13
H 16.11963 14.93121 -0.80072 0.14
H 18.25797 12.99258 -0.26119 0.13
H 16.67479 12.58892 -0.21819 0.11
H 18.43089 13.05279 1.93443 0.13
H 16.78320 12.21403 2.09649 0.12
H 17.49971 14.96776 2.60833 0.13
H 16.29818 14.16075 3.36044 0.13
H 16.44885 17.09629 1.12083 0.11
H 15.31717 16.66544 2.46242 0.10
H 14.71400 16.81975 0.83547 0.11
C 0.56779 14.50889 5.44363 -0.10
C -0.87963 14.46854 6.00113 -0.26
C -1.50360 15.82759 6.16587 -0.20
C -2.97691 15.75194 6.66114 -0.10
N -3.62699 17.07031 7.08652 -0.22
C -5.14183 17.05760 7.20283 -0.12
C -5.66608 18.31060 6.59778 -0.14
C -4.47599 19.17792 6.30065 -0.18
C -3.38289 18.25237 6.03897 -0.07
C -3.09390 17.37535 8.53479 0.06
H 0.42437 14.61433 4.36827 0.07
H 1.06628 13.53982 5.46647 0.07
H 1.30662 15.23404 5.78478 0.07
H -0.82302 13.90547 6.93271 0.10
H -1.48082 13.81471 5.36931 0.12
H -1.49778 16.29692 5.18211 0.12
H -0.85445 16.51620 6.70673 0.11
H -3.06632 15.12576 7.54884 0.13
H -3.56320 15.34876 5.83542 0.14
H -5.53006 16.89551 8.20836 0.14
H -5.47460 16.20107 6.61654 0.13
H -6.30166 18.81882 7.32294 0.13
H -6.21348 18.16028 5.66726 0.14
H -4.22937 19.85832 7.11573 0.13
H -4.60856 19.90444 5.49897 0.14
H -2.41923 18.72260 6.23481 0.14
H -3.39772 17.68617 5.10768 0.14
H -3.38121 16.56683 9.20698 0.11
H -3.37799 18.40831 8.73578 0.11
H -2.01226 17.38710 8.40057 0.09
C 13.85094 -3.21957 1.95635 -0.09
C 14.80373 -2.46125 2.92486 -0.24
C 14.30165 -1.08397 3.36443 -0.17
C 14.71867 0.03257 2.24684 -0.06
N 14.07906 1.39347 2.55474 -0.25
C 12.57328 1.52365 2.80719 -0.09
C 12.22890 3.00115 2.64671 -0.15
C 13.19162 3.47947 1.60448 -0.16
C 14.20248 2.37353 1.36993 -0.09
C 14.87804 1.93879 3.72200 0.02
H 12.83189 -3.11335 2.32833 0.07
H 14.08393 -4.27736 2.07838 0.08
H 13.99788 -3.01495 0.89586 0.07
H 15.73709 -2.22263 2.41494 0.11
H 14.90829 -3.11877 3.78789 0.12
H 14.83620 -0.91683 4.29954 0.10
H 13.25741 -1.04000 3.67382 0.10
H 14.29217 -0.32599 1.31002 0.12
H 15.78914 0.04185 2.04164 0.14
H 12.37278 0.91802 3.69099 0.13
H 12.12878 0.93099 2.00765 0.14
H 12.37330 3.51148 3.59898 0.12
H 11.15131 3.13460 2.55131 0.13
H 13.86272 4.28178 1.91110 0.12
H 12.61109 3.88908 0.77786 0.13
H 15.23098 2.72646 1.29431 0.14
H 13.87814 1.84772 0.47192 0.14
H 14.63713 1.33789 4.59891 0.11
H 14.63131 2.97271 3.96331 0.10
H 15.94915 1.92583 3.52035 0.12
C 5.43331 1.25221 4.58679 -0.11
C 5.75385 -0.21433 4.28784 -0.24
C 5.21434 -0.66318 2.89715 -0.18
C 3.67596 -0.82826 2.88162 -0.11
N 3.07785 -0.91174 1.46100 -0.23
C 1.55404 -1.23030 1.52170 -0.11
C 1.21829 -1.91303 0.22415 -0.13
C 2.54321 -2.63471 -0.14954 -0.12
C 3.69619 -2.11870 0.68336 -0.06
C 3.24695 0.44244 0.73139 0.05
H 5.90932 1.54483 5.52267 0.08
H 4.36699 1.47452 4.54632 0.07
H 5.95979 1.90111 3.88690 0.07
H 5.37135 -0.78022 5.13729 0.11
H 6.82763 -0.35574 4.41071 0.11
H 5.56378 -1.64970 2.59255 0.11
H 5.50462 0.09241 2.16713 0.10
H 3.18509 0.02618 3.34754 0.12
H 3.59539 -1.77786 3.41063 0.14
H 0.98430 -0.36186 1.85231 0.14
H 1.38799 -1.94398 2.32866 0.13
H 1.02592 -1.07437 -0.44498 0.11
H 0.36885 -2.58236 0.36031 0.13
H 2.66572 -2.33707 -1.19093 0.12
H 2.43672 -3.71875 -0.10932 0.13
H 4.52014 -1.59759 0.19586 0.13
H 4.11462 -2.83202 1.39343 0.13
H 4.28787 0.75719 0.65722 0.10
H 2.62822 1.14192 1.29354 0.11
H 2.80869 0.29342 -0.25544 0.11
As 7.83689 8.29188 6.52492 0.91
F 8.62742 6.82096 7.06440 -0.28
F 7.98321 7.83953 4.79265 -0.31
F 7.01483 9.87330 5.99254 -0.35
F 7.67038 8.88633 8.22256 -0.33
F 9.45991 9.15800 6.35644 -0.34
F 6.25319 7.46844 6.60217 -0.30
O 0.99154 7.38674 4.00257 0.03
C 1.03459 6.20387 3.35280 -0.91
O 0.24095 5.99861 2.37824 -0.10
O 1.96538 5.46364 3.70250 -0.09
H 1.78555 7.11123 4.46651 0.07
```

The value obtained for the LUMO energy is -11.643 eV. As for the net charge: +7.



Record 3
Here is C4H7NO2 as an isolated structure from OMol25. Energies are from ωB97M-V/def2-TZVPD.

The geometry in XYZ format:
```
14
Properties=species:S:1:pos:R:3:nbo_charge:R:1
C -1.39363 -1.28268 -0.15875 -0.70
C -0.29516 -0.28866 -0.11198 0.29
N -0.32075 0.88449 0.39587 -0.11
O -1.51231 1.36802 0.90137 -0.54
C 1.16497 -0.32878 -0.64815 0.03
C 1.59010 0.88991 0.10275 0.01
O 2.07961 -1.19969 -0.28677 -0.75
H -2.22696 -0.92126 -0.77112 0.25
H -1.01742 -2.22306 -0.56905 0.25
H -1.78127 -1.45913 0.85033 0.25
H -1.28268 2.23208 1.27085 0.48
H 1.07056 -0.11133 -1.74368 0.13
H 2.05845 1.76227 -0.35990 0.20
H 1.86649 0.67781 1.12825 0.22
```

The value obtained for the LUMO energy (spin up / spin down) is 0.141 / 0.142 eV. The value obtained for the energy above the lowest of the compared OMol25 structures with the same formula, charge and spin is 6.3549 eV.



Record 4
Here is a 2-piece molecular cluster, H6N2 overall at a distorted geometry from OMol25. Energies are from ωB97M-V/def2-TZVPD.

The geometry in XYZ format:
```
8
Properties=species:S:1:pos:R:3:nbo_charge:R:1
N 1.83819 -0.00959 0.11971 -1.07
H 2.86088 -0.07064 -0.07219 0.36
H 1.38229 -0.72528 -0.45976 0.35
H 1.50475 0.88919 -0.25995 0.36
N -1.95241 -0.01339 -0.09669 -1.06
H -1.34200 -0.80919 -0.07339 0.35
H -1.42241 0.83515 -0.24843 0.35
H -2.18403 0.04162 0.95259 0.35
```

The value obtained for the LUMO energy is 0.906 eV. As for the SMILES: N.N. The value obtained for the energy above the lowest of the compared OMol25 structures with the same formula, charge and spin is 0.2388 eV.